{"formula": "C22H19BrMnN7O4", "method": "wB97M-V/def2-TZVPD", "homo_lumo_gap_ev": [7.69, 7.67], "multiplicity": 6, "s_squared": 8.753, "homo_energy_ev": [-10.634, -10.652], "relative_energy_kcal_mol": 8.1, "total_charge": 1, "symbols": ["Mn", "N", "C", "N", "C", "N", "N", "C", "C", "C", "C", "C", "C", "N", "C", "C", "C", "C", "C", "C", "H", "H", "H", "H", "H", "H", "H", "H", "H", "H", "H", "Br", "C", "C", "C", "C", "C", "N", "C", "O", "O", "H", "H", "H", "N", "C", "C", "O", "O", "H", "H", "H", "H", "H"], "positions_angstrom": [[-0.21, 0.22, 0.61], [0.28, 0.34, -3.91], [-0.14, 0.11, -2.67], [0.59, 0.21, -1.60], [1.91, 0.62, -1.73], [2.66, 0.88, -0.71], [1.99, 0.75, 0.47], [2.59, 1.14, 1.52], [1.86, 1.09, 2.80], [2.44, 1.54, 3.97], [1.69, 1.53, 5.14], [0.38, 1.08, 5.09], [-0.12, 0.64, 3.87], [0.59, 0.63, 2.75], [2.47, 0.80, -3.08], [3.81, 1.13, -3.30], [4.27, 1.31, -4.59], [3.40, 1.18, -5.67], [2.07, 0.86, -5.47], [1.61, 0.67, -4.17], [-0.37, 0.27, -4.68], [-1.18, -0.18, -2.55], [3.60, 1.53, 1.49], [3.45, 1.90, 3.96], [2.11, 1.89, 6.06], [-0.25, 1.07, 5.96], [-1.14, 0.28, 3.79], [4.46, 1.23, -2.45], [5.30, 1.57, -4.76], [3.76, 1.34, -6.68], [1.39, 0.76, -6.31], [-2.50, -2.14, 2.83], [-3.29, -0.72, 1.81], [-4.67, -0.71, 1.75], [-5.26, 0.35, 1.07], [-4.45, 1.32, 0.51], [-3.08, 1.20, 0.63], [-2.49, 0.17, 1.27], [-2.17, 2.27, -0.01], [-2.73, 3.18, -0.59], [-0.92, 2.07, 0.15], [-5.26, -1.48, 2.23], [-6.34, 0.41, 1.00], [-4.84, 2.18, -0.02], [-0.26, -4.37, 1.15], [-1.15, -3.97, 0.01], [-0.95, -2.45, -0.16], [-1.65, -1.85, -0.96], [-0.06, -1.97, 0.61], [-0.79, -4.71, 1.95], [0.19, -3.43, 1.36], [0.44, -5.06, 0.90], [-2.19, -4.17, 0.24], [-0.87, -4.50, -0.90]]}